[1]
ORCA calculation (ωB97M-V/def2-TZVPD) on a 2-piece molecular cluster, C4H11NO3 overall.

Gap between HOMO and LUMO (spin up / spin down)   11.9 / 7.0 eV
Total charge   +1
Relative energy (zero: lowest compared OMol25 entry of this formula, charge and spin)   54.5 kJ/mol
Spin multiplicity   2
Maximum force   2.856 eV Å⁻¹

CARTESIAN COORDINATES (ANGSTROEM)
1 C 0.3947 2.4793 -0.1511
2 C -0.3242 1.1475 -0.4083
3 N -0.1747 0.2328 0.6894
4 C -0.5075 -1.1485 0.4894
5 C -0.5620 -1.8817 1.8343
6 O 0.6526 -1.8322 2.4127
7 O -1.4929 -2.4825 2.2517
8 H -0.0663 3.2697 -0.7441
9 H 1.4533 2.3828 -0.4147
10 H 0.3645 2.7350 0.9101
11 H 0.0362 0.6684 -1.3259
12 H -1.4005 1.3209 -0.5087
13 H 0.7497 0.3358 1.1230
14 H -1.4384 -1.3094 -0.0418
15 H 0.2870 -1.6061 -0.1182
16 H 0.6533 -2.3892 3.2148
17 H 0.6902 0.1245 -3.0619
18 H 0.6007 -1.4261 -3.1412
19 O 0.0844 -0.6210 -3.0095


[2]
ORCA calculation (ωB97M-V/def2-TZVPD) on a 4-piece molecular cluster, C4H11NO3 overall.

Gap between HOMO and LUMO (spin up / spin down)   10.3 / 6.3 eV
Total charge   +1
Relative energy (zero: lowest compared OMol25 entry of this formula, charge and spin)   92.0 kJ/mol
Spin multiplicity   2
Maximum force   3.369 eV Å⁻¹

CARTESIAN COORDINATES (ANGSTROEM)
1 C 0.7887 -0.0239 -1.1721
2 C 1.8748 -0.8287 -0.7501
3 N 2.5112 -0.1202 0.2243
4 C 1.9298 1.1223 0.4700
5 C 0.7384 1.1210 -0.2971
6 H 0.1865 -0.4689 -1.9003
7 H 2.2099 -1.7704 -1.0736
8 H 3.1893 -0.5226 0.8590
9 H 2.4177 1.8346 1.1080
10 H -0.0031 1.8992 -0.0869
11 H -2.9936 -0.3879 -1.9580
12 H -2.1604 -0.5799 -0.6970
13 O -2.6767 0.0841 -1.1813
14 H -2.8387 0.6661 1.0765
15 H -2.0589 1.7238 1.7865
16 O -2.1355 0.7668 1.7532
17 H -0.0732 -1.6436 0.1397
18 H -1.0139 -1.1117 1.2303
19 O -0.9885 -1.7353 0.4944


[3]
ORCA calculation (ωB97M-V/def2-TZVPD) on a 3-piece molecular cluster, C4H11NO4 overall.

Gap between HOMO and LUMO (spin up / spin down)   7.6 / 7.6 eV
Total charge   0
Relative energy (zero: lowest compared OMol25 entry of this formula, charge and spin)   432.0 kJ/mol
Maximum force   2.825 eV Å⁻¹

CARTESIAN COORDINATES (ANGSTROEM)
1 C -1.2946 0.2887 -0.6223
2 C 0.3134 0.5970 1.0957
3 C 0.7679 0.3544 -0.2182
4 C 1.2217 -0.9749 -0.7548
5 N 0.0256 -0.3401 2.0072
6 O -2.0002 1.3602 -0.0976
7 O -1.3562 0.2754 -2.0288
8 O -1.8626 -0.9114 -0.1978
9 O 2.4424 0.9105 0.8285
10 H -2.9261 1.2762 -0.3900
11 H -0.8634 1.0378 -2.3558
12 H -1.8264 -1.5227 -0.9452
13 H 2.8210 0.1807 1.3386
14 H 0.0547 1.6120 1.3584
15 H 0.9613 1.2289 -0.8194
16 H -0.6469 -0.1201 2.7241
17 H 0.1091 -1.3145 1.7650
18 H 2.2558 -0.8763 -1.0795
19 H 1.1931 -1.7694 -0.0065
20 H 0.6102 -1.2924 -1.6016


[4]
ORCA calculation (ωB97M-V/def2-TZVPD) on a 2-piece molecular cluster, C4H11NO4 overall.

SMILES string   O=C(O)OO.CC(C)N
Gap between HOMO and LUMO   10.8 eV
Total charge   0
Relative energy (zero: lowest compared OMol25 entry of this formula, charge and spin)   339.5 kJ/mol
Maximum force   3.225 eV Å⁻¹

CARTESIAN COORDINATES (ANGSTROEM)
1 C -0.9069 0.9211 -0.8043
2 C -1.1558 -0.5439 -1.1523
3 C -0.4843 1.7239 -2.0366
4 N 0.0930 0.9860 0.2782
5 H -1.8291 1.3522 -0.3994
6 H 0.2596 1.9481 0.5561
7 H 0.9773 0.6054 -0.0533
8 H -0.2998 2.7682 -1.7807
9 H -1.5056 -1.0925 -0.2793
10 H -0.2342 -1.0127 -1.4998
11 H -1.9042 -0.6250 -1.9398
12 H 0.4302 1.3090 -2.4631
13 H -1.2590 1.6939 -2.8018
14 C 1.7730 -1.7527 1.6781
15 O 0.8850 -1.1027 2.6847
16 O -0.4204 -0.7905 2.2034
17 O 2.3059 -2.6175 2.4788
18 O 1.8636 -1.4579 0.5367
19 H -0.2425 -0.0720 1.4868
20 H 1.6542 -2.2403 3.3075


[5]
ORCA calculation (ωB97M-V/def2-TZVPD) on a 2-piece molecular cluster, C4H11NO5P overall.

Gap between HOMO and LUMO   6.6 eV
Total charge   -1
Relative energy (zero: lowest compared OMol25 entry of this formula, charge and spin)   275.5 kJ/mol
Maximum force   4.066 eV Å⁻¹

CARTESIAN COORDINATES (ANGSTROEM)
1 C -1.7986 -1.2107 -0.3136
2 C -1.9029 0.1699 0.1466
3 C -1.0880 1.0374 -0.7474
4 C 1.5250 -0.4639 0.7411
5 N -3.2864 0.5520 0.1963
6 O 3.4049 1.5226 1.1779
7 O 4.4651 -0.6125 0.1813
8 O 2.7356 0.7651 -1.1207
9 O -1.3887 2.1801 -0.9886
10 O 1.1525 -1.5555 -0.1634
11 P 3.1630 0.1207 0.3184
12 H -2.2164 -1.8687 0.4675
13 H -0.8421 -1.5550 -0.6345
14 H -2.4874 -1.2625 -1.2849
15 H -1.5458 0.1379 1.1846
16 H -0.0225 0.5801 -0.9314
17 H 1.5063 -0.9675 1.8347
18 H 1.1932 -2.4075 0.3326
19 H -3.7294 0.3891 -0.7529
20 H -3.2338 1.6610 0.2022
21 H 1.8054 0.8078 -1.1111
22 H 2.5909 1.9803 1.2652


[6]
ORCA calculation (ωB97M-V/def2-TZVPD) on an isolated ion of composition C4H11NOP and charge +1.

SMILES string   C/[NH+]=C(/P)[C@H](C)O
Gap between HOMO and LUMO   9.9 eV
Total charge   +1
Relative energy (zero: lowest compared OMol25 entry of this formula, charge and spin)   165.8 kJ/mol
Maximum force   4.443 eV Å⁻¹

CARTESIAN COORDINATES (ANGSTROEM)
1 C -0.1745 -0.8888 0.2701
2 C 0.7210 -2.1119 0.0979
3 C -1.5672 1.7289 0.1118
4 C 0.4966 0.4735 -0.0797
5 N -0.1441 1.5927 0.0008
6 O -1.4074 -1.0883 -0.3758
7 P 2.2873 0.5667 -0.0266
8 H 1.5561 -1.9451 0.6679
9 H 0.0753 -2.8350 0.5540
10 H 1.0986 -2.2354 -0.8514
11 H -1.9320 2.1279 1.1825
12 H -1.9867 2.5360 -0.6416
13 H -2.1223 0.6965 0.0470
14 H -0.4345 -0.8001 1.3995
15 H 0.4654 2.4853 0.0099
16 H -1.7960 -1.9683 -0.4666
17 H 2.4675 -0.2195 -1.1021
18 H 2.3969 1.8849 -0.7975


[7]
ORCA calculation (ωB97M-V/def2-TZVPD) on a 2-piece molecular cluster, C4H11NOP overall.

Gap between HOMO and LUMO (spin up / spin down)   7.1 / 6.8 eV
Total charge   +1
Relative energy (zero: lowest compared OMol25 entry of this formula, charge and spin)   211.8 kJ/mol
Maximum force   1.842 eV Å⁻¹

CARTESIAN COORDINATES (ANGSTROEM)
1 C -0.2810 -0.2398 -0.2704
2 C -1.4891 -0.2562 -1.1842
3 C 2.2940 0.6745 1.0927
4 C -0.0069 1.0694 0.2821
5 N 1.0947 1.4411 0.8871
6 O 0.8160 -0.9820 -0.7014
7 P -0.8355 -2.3953 1.0640
8 H -2.3781 0.0801 -0.6575
9 H -1.3297 0.4161 -2.0299
10 H -1.6756 -1.2478 -1.5882
11 H 2.6583 0.8479 2.1045
12 H 2.1007 -0.3840 0.9404
13 H 3.0704 0.9924 0.3942
14 H -0.8368 1.7606 0.3125
15 H 0.8163 -1.0692 -1.6648
16 H 1.1343 2.3888 1.2470
17 H -2.1693 -2.0603 1.3565
18 H -1.2043 -2.9921 -0.1512


[8]
ORCA calculation (ωB97M-V/def2-TZVPD) on C4H11NORb as an isolated structure.

Gap between HOMO and LUMO   9.4 eV
Total charge   +1
Relative energy (zero: lowest compared OMol25 entry of this formula, charge and spin)   27.7 kJ/mol
Maximum force   0.576 eV Å⁻¹

CARTESIAN COORDINATES (ANGSTROEM)
1 Rb -0.7989 1.6306 3.3404
2 C 1.1574 1.6997 -0.0720
3 C 0.1206 0.5892 -0.2306
4 C 0.6507 -0.6911 0.3905
5 O -0.2633 -1.7609 0.4002
6 C -0.6864 -2.1687 -0.8896
7 N -1.1325 0.9497 0.4808
8 H 1.5434 1.7467 0.9518
9 H 0.7578 2.6653 -0.3750
10 H 2.0230 1.4774 -0.6991
11 H -0.0557 0.4599 -1.3018
12 H 0.8816 -0.4990 1.4457
13 H 1.5964 -0.9910 -0.0833
14 H -1.2792 -3.0699 -0.7637
15 H 0.1663 -2.4004 -1.5380
16 H -1.3038 -1.4129 -1.3887
17 H -1.6277 1.6373 -0.0860
18 H -1.7495 0.1381 0.4184


[9]
ORCA calculation (ωB97M-V/def2-TZVPD) on an isolated ion of composition C4H11NOS and charge -1.

Gap between HOMO and LUMO (spin up / spin down)   2.2 / 8.3 eV
Total charge   -1
Relative energy (zero: lowest compared OMol25 entry of this formula, charge and spin)   144.5 kJ/mol
Spin multiplicity   2
Maximum force   2.462 eV Å⁻¹

CARTESIAN COORDINATES (ANGSTROEM)
1 C 1.3252 1.6350 0.0374
2 O 1.2058 1.2246 -1.3322
3 C 0.1552 0.9332 0.6891
4 C 0.5021 -0.6030 0.7565
5 C -0.7833 -1.4230 0.5620
6 S -1.2153 -1.5920 -1.2646
7 N -0.2601 1.4257 1.9828
8 H 2.2970 1.3826 0.4807
9 H 1.2102 2.7246 -0.0258
10 H 2.0223 1.2038 -1.8218
11 H -0.6132 1.0209 -0.0776
12 H 1.2099 -0.8862 -0.0080
13 H 0.8837 -0.7268 1.7824
14 H -1.6372 -0.8609 0.9359
15 H -0.7038 -2.4604 0.8750
16 H -0.6087 -2.7784 -1.5635
17 H -0.0159 2.4052 2.0376
18 H -0.2140 1.0109 2.8812


[10]
ORCA calculation (ωB97M-V/def2-TZVPD) on one molecule with the formula C4H11NOS.

SMILES string   CC=[S@](C)(=O)NC
Gap between HOMO and LUMO   8.7 eV
Total charge   0
Relative energy (zero: lowest compared OMol25 entry of this formula, charge and spin)   530.4 kJ/mol
Maximum force   4.483 eV Å⁻¹

CARTESIAN COORDINATES (ANGSTROEM)
1 C 1.5278 -0.3583 0.3864
2 C 2.2384 0.7788 -0.3225
3 C -1.8998 1.3825 -0.2991
4 C -0.2374 -2.2883 0.4264
5 N -1.6928 0.0243 0.1042
6 O 0.2147 -0.6720 -1.7857
7 S 0.0007 -0.5789 -0.3051
8 H 1.5087 -0.1405 1.4522
9 H 2.4316 0.4872 -1.4750
10 H 1.8791 1.7512 -0.3975
11 H 3.2373 0.9444 0.1087
12 H -1.7191 2.0274 0.5585
13 H -1.2647 1.8241 -1.1469
14 H -2.9451 1.3703 -0.5048
15 H -0.9855 -2.1179 1.2165
16 H -0.6543 -2.8902 -0.4680
17 H 0.7402 -2.6854 0.7873
18 H -2.2952 -0.4120 -0.5695


[11]
ORCA calculation (ωB97M-V/def2-TZVPD) on C4H11NOS as an isolated structure.

Gap between HOMO and LUMO   9.2 eV
Total charge   0
Relative energy (zero: lowest compared OMol25 entry of this formula, charge and spin)   377.7 kJ/mol
Maximum force   5.965 eV Å⁻¹

CARTESIAN COORDINATES (ANGSTROEM)
1 C 1.8811 0.7906 -0.7127
2 C -2.4428 -0.6152 -0.6448
3 C 0.4544 0.4243 -0.8851
4 C -0.0023 -0.2310 0.8991
5 N 1.0382 -0.7617 1.5819
6 O -0.6014 -2.4455 -0.3182
7 S -1.3173 -1.5084 0.5457
8 H 2.5518 -0.0623 -0.3760
9 H 2.3409 1.4039 -1.4616
10 H 1.8860 1.4629 0.1506
11 H -2.5361 -1.2017 -1.5547
12 H -1.8617 0.2985 -0.6909
13 H -3.4682 -0.4616 -0.1554
14 H -0.1013 1.3252 -0.9010
15 H 0.3154 -0.4026 -1.4865
16 H -0.3012 0.6834 1.2364
17 H 1.0643 -1.7492 1.3868
18 H 2.0018 -0.4813 1.3803


[12]
ORCA calculation (ωB97M-V/def2-TZVPD) on one molecule with the formula C4H11NOS.

SMILES string   N[C@H](CO)CCS
Gap between HOMO and LUMO   9.5 eV
Total charge   0
Relative energy (zero: lowest compared OMol25 entry of this formula, charge and spin)   147.0 kJ/mol
Maximum force   1.985 eV Å⁻¹

CARTESIAN COORDINATES (ANGSTROEM)
1 C 1.3050 -0.8959 -0.9528
2 O 2.1147 -0.2926 -1.9675
3 C 0.2883 0.0630 -0.4122
4 C -0.1061 -0.1868 1.0718
5 C -1.4097 0.3264 1.6856
6 S -1.2813 1.9828 2.3324
7 N -0.9291 0.2361 -1.2265
8 H 1.9937 -1.2122 -0.1704
9 H 0.7182 -1.7434 -1.3277
10 H 2.0706 -0.8690 -2.7284
11 H 0.8415 1.0023 -0.3193
12 H 0.6947 0.2731 1.6598
13 H -0.1291 -1.2817 1.2460
14 H -2.2476 0.1381 1.0163
15 H -1.6083 -0.2880 2.5598
16 H -0.4574 2.3843 1.3483
17 H -1.1352 -0.5440 -1.8479
18 H -0.7228 0.9074 -1.9673


[13]
ORCA calculation (ωB97M-V/def2-TZVPD) on an isolated ion of composition C4H11NOS and charge +1.

Gap between HOMO and LUMO (spin up / spin down)   11.0 / 4.7 eV
Total charge   +1
Relative energy (zero: lowest compared OMol25 entry of this formula, charge and spin)   126.6 kJ/mol
Spin multiplicity   2
Maximum force   1.965 eV Å⁻¹

CARTESIAN COORDINATES (ANGSTROEM)
1 C -0.3312 -0.2567 -1.0750
2 N 0.3484 0.8989 -0.6051
3 C 1.6836 1.2295 -1.1754
4 O 1.4978 2.2045 -2.1434
5 C -1.5874 -0.6109 -0.2227
6 C -1.1958 -1.5949 0.8486
7 S -0.2741 -0.9535 2.2490
8 H 0.4194 -1.0571 -1.0360
9 H -0.7184 -0.3035 -2.1129
10 H -0.1995 1.7474 -0.7536
11 H 2.4322 1.4480 -0.4151
12 H 1.9330 0.3523 -1.7683
13 H 1.5988 3.0997 -1.8081
14 H -1.9591 0.2860 0.2778
15 H -2.3292 -1.0259 -0.9021
16 H -2.1244 -1.8855 1.3591
17 H -0.6683 -2.4782 0.4919
18 H 0.6936 -0.2611 1.6092